Record 1
14
Properties=species:S:1:pos:R:3:forces:R:3:lowdin_charge:R:1 method="wB97M-V/def2-TZVPD" e_above_lowest_ev=5.168 largest_force_ev_per_a=8.68 gap_ha=0.341 total_charge=0 multiplicity=1 e_lumo_ev=1.00
S -1.09569 1.10004 1.20810 -0.863 0.119 -0.426 0.8015
C 0.36663 1.07465 0.13013 1.919 4.203 5.891 -0.6340
C 1.10947 1.27233 -1.26276 3.362 -3.591 7.155 0.0392
C -0.01702 -1.19513 -0.04103 -3.266 -1.775 -0.395 -0.1407
C 0.12842 0.17721 -0.85719 3.064 -6.185 -0.039 -0.3844
C -1.16118 -0.79787 1.06031 3.057 2.471 -1.684 -0.3921
H 2.22525 1.34179 -0.83904 -2.526 -0.505 -1.921 0.1508
H 0.79639 1.86669 -1.94869 -1.779 3.795 -4.426 0.0124
H -0.75854 0.18430 -1.35829 -2.375 1.090 -1.393 0.1046
H -2.11668 -1.11881 0.80597 -1.586 -0.443 -0.418 0.0319
H -0.80312 -1.18016 1.95750 0.103 -0.752 1.764 0.0296
H 0.81271 -1.59518 0.54599 0.209 0.297 -0.637 0.0883
H 1.21096 0.96760 1.07830 -1.755 -0.519 -3.485 0.1566
H -0.69761 -2.09745 -0.47929 2.435 1.795 0.013 0.1365

Record 2
7
Properties=species:S:1:pos:R:3:forces:R:3:lowdin_charge:R:1 method="wB97M-V/def2-TZVPD" e_above_lowest_ev=5.814 largest_force_ev_per_a=7.91 gap_ha="0.286 / 0.286" total_charge=0 multiplicity=1 e_lumo_ev="-1.72 / -1.72"
O 1.73096 -2.07007 -0.07470 -0.395 6.165 0.417 -0.3308
N 3.60808 1.20227 0.01038 1.221 0.726 -0.046 0.2169
N 0.19965 -0.16761 0.01724 2.584 -0.158 -0.043 0.1691
C 2.63462 0.60799 0.01358 -0.946 0.318 0.227 -0.1738
C 1.50805 -0.17800 0.04206 -1.614 -7.712 -0.709 -0.1286
H -0.44338 0.59476 -0.03123 -0.202 0.584 0.016 0.1279
H -0.00094 -1.17693 -0.08331 -0.648 0.076 0.139 0.1193

Record 3
90
Properties=species:S:1:pos:R:3:forces:R:3:lowdin_charge:R:1 method="wB97M-V/def2-TZVPD" e_above_lowest_ev=0.000 largest_force_ev_per_a=0.70 gap_ha=0.270 total_charge=0 multiplicity=1 e_lumo_ev=-0.18
P -1.94969 0.18269 -0.24697 -0.344 0.220 0.297 1.1916
P 0.36497 -2.81752 -0.36821 0.515 0.108 -0.070 1.1701
O -2.31674 -2.67576 0.17450 -0.068 0.035 0.154 -0.0202
O 1.10400 1.25650 -3.73849 0.007 0.050 -0.044 0.1186
O 4.44817 3.89845 0.47307 -0.048 -0.018 -0.090 -0.0049
O 0.07343 -0.32700 -2.52057 0.073 -0.195 -0.196 -0.1064
O 5.74645 2.21807 -0.34104 -0.086 0.007 -0.096 -0.0024
N 1.25231 0.21595 -0.39904 0.349 -0.045 -0.093 0.0267
C 3.46278 1.89568 -0.14866 0.006 0.075 -0.185 -0.0665
C -0.77889 -4.16876 -0.73569 -0.009 0.011 -0.130 -0.2370
C -0.41212 1.98015 3.05940 -0.023 -0.001 0.041 -0.0541
C 0.11733 -2.19181 2.33118 0.038 0.008 0.059 -0.0950
C 2.98577 1.14658 0.92860 0.000 -0.009 0.090 0.0277
C -1.48303 -6.33274 -1.47935 -0.009 0.034 -0.002 -0.0570
C 1.00612 -3.51497 4.12714 0.012 -0.016 0.017 -0.0672
C -4.56512 -4.72043 1.46820 0.024 0.039 0.025 -0.0001
C -3.20199 4.00885 -1.07190 -0.001 -0.012 -0.017 -0.0699
C 3.15917 -2.96601 -0.57396 0.002 0.042 -0.028 -0.0829
C 1.54796 -4.40355 3.20475 -0.011 0.021 -0.008 -0.0652
C -3.13046 -4.81146 -0.55428 -0.003 0.002 0.043 -0.0847
C 1.89930 0.32232 0.77184 0.005 -0.070 0.021 -0.1064
C -4.51021 -4.41401 -0.04151 0.010 -0.005 -0.074 -0.4175
C -3.53538 -2.10203 -0.10386 0.059 0.001 -0.008 -0.2021
C -0.46937 -5.40438 -1.28828 -0.031 -0.026 0.006 -0.0587
C 0.93738 0.65869 -2.70877 -0.145 -0.183 -0.163 -0.5174
C 1.37629 -4.18404 1.84885 -0.029 -0.001 0.006 -0.0824
C -5.86253 -2.25687 -0.48578 -0.002 -0.003 -0.024 -0.0033
C -2.22375 0.60876 3.84428 -0.021 -0.015 -0.018 -0.0804
C -4.77204 -0.10934 -0.48777 0.012 0.058 -0.028 -0.0518
C 3.08725 -3.41966 -3.31382 0.006 -0.001 0.000 -0.0652
C -2.24708 1.80679 -2.46879 -0.004 -0.024 -0.014 -0.0737
C -3.06878 4.06525 -2.45308 -0.002 0.009 0.003 -0.0704
C 0.28587 -2.41422 3.69206 0.003 0.001 -0.030 -0.0559
C -4.65967 -2.90600 -0.23568 -0.041 0.015 0.029 -0.0837
C 1.70341 0.94456 -1.44625 0.145 -0.013 0.090 -0.1350
C -1.73729 0.71469 1.48534 0.095 -0.049 0.002 -0.3729
C 1.93477 -3.14958 -1.21322 -0.057 -0.086 -0.045 -0.3506
C -2.85980 2.85312 -0.38849 0.023 -0.026 0.069 -0.0891
C -1.17967 1.48302 4.10696 0.026 -0.011 -0.039 -0.0738
C -2.50352 0.22503 2.53754 -0.065 0.002 0.009 -0.0848
C -2.37821 1.74240 -1.08207 0.083 0.012 -0.111 -0.3466
C 4.30485 -3.24814 -2.66901 -0.002 0.004 0.005 -0.0659
C 1.90573 -3.35765 -2.59355 -0.012 -0.015 -0.010 -0.0975
C 4.33891 -3.01332 -1.30330 -0.008 0.003 0.009 -0.0580
C -5.61574 -5.18822 -0.75437 -0.031 -0.020 0.012 -0.0399
C -2.79316 -6.03693 -1.11866 -0.011 -0.016 -0.058 -0.0003
C 2.77888 1.78851 -1.36477 -0.043 -0.010 0.047 0.0946
C -3.54350 -0.71910 -0.24758 0.011 -0.107 -0.105 -0.2427
C -5.92254 -0.87368 -0.59790 0.021 -0.023 0.009 -0.0549
C -2.59411 2.96486 -3.14976 0.005 -0.004 0.010 -0.0567
C 0.67433 -3.06278 1.40364 -0.074 -0.118 0.010 -0.3311
C -2.09465 -3.91103 -0.37981 0.060 0.002 -0.050 -0.2058
C 4.69407 2.78037 -0.00382 0.136 0.010 0.336 -0.7406
C -0.68725 1.59580 1.75794 -0.086 0.083 -0.025 -0.1125
Be 0.02328 -0.74968 -1.03740 -0.533 0.275 0.370 -0.0156
H -1.85859 0.95984 -3.01704 0.033 -0.042 -0.021 0.1010
H -6.77143 -2.83172 -0.59901 -0.001 0.003 -0.001 0.1106
H -3.56048 -6.78079 -1.28584 0.004 -0.002 0.007 0.1114
H 3.47339 1.21130 1.89220 0.030 -0.006 -0.014 0.1316
H -4.43205 -5.78991 1.64047 -0.005 0.005 -0.003 0.0947
H -6.87092 -0.39195 -0.79412 0.003 0.001 0.009 0.1090
H -0.08894 1.99637 0.94716 -0.070 0.032 0.059 0.1118
H 5.28334 -2.84829 -0.80231 0.000 -0.001 -0.002 0.1128
H -2.47327 3.00790 -4.22382 0.004 -0.002 0.001 0.1122
H -3.56581 4.86845 -0.52433 0.000 -0.004 0.000 0.1068
H 0.95856 -3.45018 -3.11310 -0.004 0.007 0.013 0.1147
H -3.32627 4.97262 -2.98391 0.001 -0.003 0.002 0.1067
H 0.40129 2.66738 3.25348 0.002 0.000 -0.005 0.1170
H -0.14600 -1.72051 4.40157 0.000 -0.002 0.010 0.1034
H -3.77818 -4.18740 2.00498 -0.004 -0.003 -0.003 0.0936
H -5.60703 -5.00489 -1.82965 0.004 0.005 0.003 0.1054
H 3.05574 -3.57777 -4.38359 -0.003 -0.003 0.002 0.1095
H 3.09054 2.33647 -2.24331 0.010 -0.011 0.001 0.1459
H 5.22670 -3.27677 -3.23453 -0.005 0.003 -0.003 0.1091
H 1.14593 -3.68659 5.18659 -0.004 0.000 -0.002 0.1076
H -4.82098 0.96373 -0.62011 -0.001 -0.005 0.001 0.1081
H -6.59486 -4.91451 -0.36274 0.006 0.005 0.008 0.0811
H -2.95844 2.81940 0.68940 -0.010 0.011 -0.013 0.1076
H 2.10306 -5.26860 3.54306 -0.002 0.005 0.006 0.1084
H 1.51697 -0.26887 1.59533 0.058 0.035 -0.076 0.1012
H -1.25376 -7.29386 -1.91936 -0.007 -0.003 0.010 0.1085
H 3.19999 -2.75921 0.48691 -0.005 -0.006 0.027 0.1039
H 0.54782 -5.63068 -1.58180 0.001 0.001 0.010 0.1104
H -5.52874 -4.41373 1.87892 0.000 -0.007 -0.005 0.0943
H -3.32675 -0.45242 2.34241 0.018 -0.008 -0.006 0.1085
H -0.96499 1.78378 5.12414 -0.002 -0.004 0.003 0.1068
H -0.44910 -1.33122 2.00209 -0.009 -0.025 -0.005 0.0713
H -5.50427 -6.25857 -0.58220 0.010 0.005 -0.003 0.0819
H -2.83034 0.22581 4.65533 0.004 0.005 -0.004 0.1068
H 1.78969 -4.88534 1.13408 0.017 0.006 -0.012 0.1139

Record 4
85
Properties=species:S:1:pos:R:3:forces:R:3:mulliken_spin:R:1 method="wB97M-V/def2-TZVPD" e_above_lowest_ev=0.324 largest_force_ev_per_a=0.36 gap_ha="0.256 / 0.215" total_charge=0 multiplicity=6 e_lumo_ev="-0.15 / -2.14"
I 2.46480 1.01050 -2.17748 0.067 -0.005 -0.039 0.0134
Sb -2.46535 -0.79062 3.42116 0.031 -0.131 -0.002 0.0417
Rh -0.05684 -0.57834 1.20542 0.066 0.045 -0.023 2.5712
S -1.81682 0.87506 1.81600 0.074 -0.043 0.017 0.5067
S -0.53712 -2.16993 2.86728 -0.139 0.138 0.029 0.6339
S -2.07741 0.09189 5.52809 0.031 0.013 0.004 0.7687
P -0.82602 1.92311 -1.84650 -0.004 0.024 0.015 0.0087
Si 2.20231 1.20092 3.04715 -0.015 -0.003 -0.071 -0.0576
Si 3.04992 -1.35173 1.32656 -0.025 -0.001 -0.054 0.0007
N -1.18621 -2.37850 -2.58346 0.004 -0.009 0.007 0.0052
N -0.75050 -1.72405 -0.53951 -0.070 -0.015 0.025 0.0508
C -0.48128 -1.53664 -1.81485 0.063 -0.004 -0.002 -0.0113
C -1.61924 3.14362 -0.74545 -0.002 0.025 0.023 -0.0106
C -2.57578 1.15078 -3.98667 -0.034 0.006 0.018 0.0003
C 0.65784 2.52417 -4.24248 -0.009 -0.031 0.043 0.0075
C 2.38768 1.02816 -5.10904 -0.001 0.014 -0.034 -0.0005
C -4.12165 -0.42419 -2.30461 0.007 0.003 0.022 -0.0017
C -3.64370 0.42015 -4.49848 0.007 0.007 0.001 -0.0007
C 1.61493 0.41383 4.64037 0.013 -0.032 -0.044 0.0197
C -1.26930 4.70520 1.06383 0.000 -0.011 -0.002 0.0026
C -1.95989 -3.14757 -1.74744 0.004 0.005 -0.002 0.0044
C -1.68041 -2.73627 -0.48233 -0.001 -0.018 -0.053 0.0182
C -2.98333 3.41859 -0.70393 0.007 -0.016 -0.019 0.0100
C 1.34802 2.55997 -6.61626 0.009 -0.014 0.015 0.0005
C -2.26837 1.09772 -2.62850 -0.012 0.016 -0.032 -0.0156
C 4.72370 -0.80555 0.65534 -0.014 0.023 0.006 0.0255
C 2.41643 -2.64088 0.10512 0.010 -0.001 0.025 0.0132
C 3.30360 -2.24111 2.95643 0.006 0.026 -0.003 0.0030
C -0.29269 2.98682 -3.26516 0.018 -0.059 -0.049 0.0138
C -1.16840 -2.41161 -4.03676 -0.009 0.000 0.018 0.0009
C 4.03918 1.58803 3.23567 -0.029 0.021 0.021 0.0261
C 0.59227 3.09764 -5.54525 -0.009 0.019 -0.054 -0.0001
C 2.18909 1.50990 -6.41790 -0.004 0.001 0.012 -0.0004
C -3.05192 0.29258 -1.79468 -0.012 -0.003 -0.013 0.0118
C 1.67707 1.53263 -4.05447 -0.069 0.084 0.031 0.0001
C -0.98348 4.76143 -4.78622 0.015 -0.017 -0.001 -0.0001
C -0.22974 4.22689 -5.78465 -0.008 -0.010 0.035 0.0002
C -1.04214 4.10183 -3.54319 0.001 0.030 -0.026 -0.0019
C -2.63138 4.96732 1.10379 -0.007 0.002 0.001 -0.0012
C -0.77049 3.78951 0.15188 -0.006 -0.001 -0.021 -0.0018
C -4.41874 -0.36700 -3.66160 -0.003 -0.005 -0.018 0.0003
C 1.93413 0.14995 1.50712 0.215 -0.056 0.285 0.3900
C -3.48609 4.32205 0.22151 0.002 0.014 0.004 0.0012
C 1.35373 2.85942 2.83759 -0.003 0.012 0.019 0.0085
H 3.15870 0.29180 -4.92813 0.002 -0.003 -0.001 0.0000
H 2.25056 -2.22359 -0.89085 -0.012 0.026 -0.005 0.0086
H 0.20958 -0.80577 -2.20311 -0.011 -0.021 -0.001 0.0096
H 4.63018 -0.35917 -0.33856 -0.009 -0.002 -0.005 -0.0033
H 5.20200 -0.07100 1.30393 0.010 -0.013 -0.010 -0.0038
H -0.18322 -2.70274 -4.39718 0.000 0.004 -0.002 0.0001
H 0.28774 3.55314 0.14855 0.000 0.010 -0.002 -0.0048
H -3.02756 5.66496 1.83021 -0.003 0.002 -0.001 0.0003
H -1.43696 -1.43266 -4.42962 0.003 0.002 -0.007 0.0004
H 2.75756 1.08745 -7.23544 0.002 -0.001 -0.001 0.0000
H 1.24076 3.00826 -7.59626 -0.001 0.003 -0.002 0.0000
H 2.35295 -2.50870 3.42180 -0.010 0.007 -0.010 0.0015
H -2.82367 0.23846 -0.73465 -0.006 -0.002 -0.009 0.0015
H 3.86818 -1.63706 3.66830 0.017 0.008 0.020 -0.0029
H -2.05734 -3.10024 0.45694 -0.003 0.006 0.018 -0.0003
H -1.58914 5.64128 -4.95835 -0.003 0.002 0.005 0.0000
H -1.99554 1.77195 -4.65681 0.020 0.002 -0.004 0.0002
H 4.18017 2.28195 4.06893 0.002 0.001 0.003 0.0042
H 1.49130 -3.11800 0.43592 -0.002 0.001 -0.004 -0.0003
H -1.75246 4.45487 -2.80644 0.008 -0.002 -0.007 -0.0012
H -2.62499 -3.90364 -2.12491 -0.002 -0.004 -0.001 0.0007
H 3.17849 -3.42086 0.01424 -0.009 -0.007 -0.009 -0.0035
H -3.65974 2.91800 -1.38573 0.004 0.005 0.004 -0.0026
H -0.59876 5.18909 1.76208 0.004 -0.002 0.001 0.0002
H 1.74826 3.38844 1.96561 0.005 0.003 -0.003 0.0015
H 5.39361 -1.66433 0.56181 -0.004 -0.012 0.010 0.0045
H -1.90061 -3.13959 -4.37521 0.000 0.002 -0.003 0.0002
H 1.54684 3.48155 3.71590 -0.009 0.010 -0.002 0.0015
H -3.87255 0.47940 -5.55536 -0.001 -0.004 -0.003 0.0000
H -4.55005 4.51913 0.25520 -0.001 0.000 0.000 0.0001
H 0.27326 2.75908 2.72098 0.013 -0.023 0.007 0.0021
H -4.72341 -1.03049 -1.63915 -0.002 -0.003 -0.002 0.0007
H 4.63990 0.70045 3.44110 -0.001 -0.015 0.005 -0.0019
H 4.43678 2.06514 2.33653 0.006 -0.003 -0.003 0.0019
H 3.86465 -3.16310 2.78359 0.007 0.002 0.001 0.0002
H -0.23202 4.65958 -6.77765 0.005 -0.002 -0.005 0.0000
H 2.12640 0.83395 0.66846 -0.156 -0.015 -0.074 -0.0647
H 2.25294 -0.41705 4.94480 -0.011 -0.017 0.001 -0.0064
H 1.62004 1.15362 5.44492 0.028 0.020 -0.014 0.0046
H 0.59850 0.02998 4.55089 -0.046 -0.008 0.003 -0.0044
H -5.25537 -0.92670 -4.06040 0.001 -0.001 -0.002 0.0000

Record-wise molecular weight values, in g mol⁻¹: 100.186 70.051 752.748 1000.622
Record-wise E_tot values, in Ha: -593.29829 -261.95026 -2902.52015 -4155.03608